98
Properties=species:S:1:pos:R:3:forces:R:3:mulliken_charge:R:1 method="wB97M-V/def2-TZVPD" charge=-1 multiplicity=1 de_lowest_kj_mol=0.0
Sc -0.03979 0.68051 0.14488 -0.0502 -0.0351 0.1370 0.402
C 0.61869 1.26112 3.15135 -0.0094 0.0303 0.0080 -1.323
N -0.14997 0.21101 2.46001 -0.0314 -0.0520 -0.0131 1.670
C 0.39063 -1.09327 2.85765 0.0065 0.0123 -0.0054 -0.965
C -1.57487 0.34677 2.86325 -0.0002 -0.0138 0.0105 -0.481
C -2.50628 -0.68528 2.27615 0.0047 -0.0002 -0.0056 0.315
C -3.09315 -1.60363 3.14384 0.0057 -0.0032 -0.0058 -0.310
C -3.93997 -2.60442 2.69303 -0.0128 -0.0042 0.0002 -0.969
C -4.17222 -2.70983 1.32829 0.0053 -0.0039 0.0019 -0.967
C -3.60665 -1.79650 0.45670 -0.0082 0.0003 0.0178 -0.032
C -2.80130 -0.72968 0.89400 -0.0127 -0.0251 -0.0022 0.561
H 0.53782 1.12983 4.23864 -0.0044 -0.0077 -0.0003 0.532
H 0.22849 2.24268 2.88420 0.0067 -0.0082 -0.0007 0.008
H 1.66778 1.20875 2.86006 -0.0065 -0.0035 0.0015 0.246
H 0.35820 -1.20579 3.95039 0.0007 0.0040 0.0025 0.322
H 1.42814 -1.16741 2.52628 -0.0050 0.0006 0.0021 0.277
H -0.18992 -1.89560 2.40936 -0.0009 -0.0031 0.0004 0.026
H -1.88075 1.35580 2.58907 -0.0082 0.0020 0.0041 -1.238
H -1.62378 0.28262 3.95960 -0.0063 0.0100 -0.0020 0.693
H -2.86908 -1.53156 4.20319 0.0016 0.0003 0.0007 0.354
H -4.38557 -3.30286 3.38966 0.0007 -0.0002 -0.0008 0.392
H -4.80755 -3.49798 0.94111 -0.0007 0.0016 0.0012 0.451
H -3.83032 -1.86218 -0.60267 -0.0012 0.0025 -0.0015 0.377
Cl 1.31297 4.66353 2.08098 0.0001 0.0142 -0.0002 -0.269
C 2.19075 3.35087 1.33182 -0.0179 0.0377 -0.0013 0.434
C 3.47504 3.06491 1.72618 -0.0209 0.0071 -0.0218 -0.820
C 4.14894 1.97669 1.18830 0.0236 0.0087 0.0162 0.807
Cl 5.79268 1.67961 1.72852 -0.0155 0.0045 -0.0034 -0.344
C 3.59309 1.13553 0.20231 0.0532 -0.0504 -0.0174 0.672
C 4.24124 0.09512 -0.48296 0.0083 0.0208 0.0189 -1.710
C 3.64672 -0.36227 -1.70199 -0.0151 -0.0280 0.0160 -0.375
C 2.35281 -0.10938 -1.98849 0.0057 0.0134 0.0090 -1.077
N 1.54172 0.54452 -1.03415 0.0118 0.0789 -0.0244 0.331
C 2.23454 1.44485 -0.16302 -0.0491 -0.0713 -0.1030 0.981
C 1.52338 2.52700 0.38612 0.0396 -0.0089 -0.0194 -1.189
O 0.20668 2.65545 0.12254 0.0712 0.0155 0.0194 -0.483
H 3.96512 3.68514 2.46488 -0.0051 0.0047 0.0025 0.417
H 5.28374 -0.10220 -0.28035 0.0023 0.0015 -0.0009 0.363
H 4.25476 -0.88607 -2.43307 0.0042 -0.0001 -0.0001 0.355
H 1.90195 -0.32668 -2.94914 -0.0084 -0.0047 -0.0081 0.463
C -2.31100 0.28341 -0.07341 0.0676 0.0020 -0.0114 -1.217
Ge -3.40687 1.89131 -0.10595 -0.0169 0.0258 -0.0096 3.337
C -5.28958 1.42430 -0.46816 0.0088 -0.0213 0.0007 -0.303
C -5.94747 1.90598 -1.60002 -0.0017 0.0072 0.0049 -0.493
C -7.25969 1.54438 -1.87942 -0.0006 0.0033 -0.0048 -0.716
C -7.94078 0.68601 -1.02857 -0.0053 0.0013 0.0023 -0.546
C -7.30222 0.19124 0.10026 0.0081 -0.0073 0.0013 -1.077
C -5.99080 0.55647 0.37416 -0.0101 0.0024 -0.0059 0.222
C -2.79063 3.04333 -1.55806 0.0004 0.0028 -0.0078 -0.156
C -3.22451 4.36620 -1.63905 0.0007 -0.0037 -0.0024 -0.358
C -2.78112 5.20289 -2.65358 -0.0027 0.0053 0.0019 -0.745
C -1.88666 4.72697 -3.60280 0.0006 0.0029 0.0006 -0.495
C -1.44077 3.41569 -3.53292 0.0029 -0.0063 -0.0038 -0.709
C -1.89386 2.58307 -2.51869 0.0029 0.0135 -0.0069 -0.271
C -3.39467 2.97020 1.53316 -0.0173 -0.0055 0.0085 -0.582
C -4.43478 2.91052 2.45998 0.0040 -0.0042 -0.0055 -0.271
C -4.37585 3.62912 3.64795 -0.0077 0.0059 0.0051 -0.753
C -3.27358 4.42589 3.92178 0.0020 -0.0049 0.0002 -0.614
C -2.23666 4.50707 3.00149 -0.0039 0.0108 -0.0024 -0.652
C -2.29576 3.78724 1.81526 0.0124 0.0000 0.0017 0.362
H -2.47585 -0.11917 -1.08436 -0.0136 0.0062 -0.0024 0.852
H -5.42624 2.57358 -2.27760 -0.0003 0.0004 0.0000 0.309
H -7.74965 1.93255 -2.76455 0.0009 0.0000 -0.0002 0.406
H -8.96324 0.40096 -1.24516 0.0006 0.0014 0.0000 0.368
H -7.82330 -0.48537 0.76733 0.0018 0.0006 -0.0001 0.416
H -5.50791 0.14464 1.25390 0.0047 -0.0005 0.0028 0.464
H -3.90695 4.75496 -0.88976 0.0004 -0.0003 0.0016 0.433
H -3.12269 6.23015 -2.69614 0.0009 0.0002 0.0000 0.386
H -1.52760 5.38164 -4.38736 0.0007 -0.0004 -0.0001 0.362
H -0.72602 3.04345 -4.25614 0.0007 0.0009 0.0010 0.428
H -1.52050 1.56533 -2.47438 -0.0013 -0.0025 0.0015 0.180
H -5.30680 2.29999 2.25740 0.0004 -0.0030 0.0018 0.276
H -5.19158 3.56550 4.35852 -0.0002 0.0009 -0.0006 0.411
H -3.22284 4.98416 4.84896 0.0002 -0.0004 0.0004 0.376
H -1.36927 5.12157 3.20746 -0.0035 -0.0023 -0.0023 0.361
H -1.46156 3.83986 1.12237 -0.0051 0.0075 0.0087 0.312
C 2.51320 -3.99346 1.12530 0.0017 0.0038 -0.0191 -1.226
C 2.36276 -3.14876 -0.13528 -0.0033 -0.0194 0.0014 -0.039
Sb 0.34613 -2.54498 -0.59761 0.0210 0.0063 0.0028 0.107
C -0.66364 -4.35282 0.03527 -0.0119 0.0006 0.0147 -0.994
C -0.98919 -4.38892 1.52471 0.0048 0.0027 0.0010 -0.884
C 0.37935 -3.07010 -2.69135 -0.0096 -0.0001 -0.0102 -0.722
C 0.52437 -4.55894 -2.98182 0.0056 -0.0018 0.0055 -1.255
H 3.56301 -4.24176 1.29946 0.0066 0.0033 -0.0015 0.423
H 1.95797 -4.93217 1.06517 0.0072 0.0024 -0.0035 0.292
H 2.16125 -3.46020 2.01124 -0.0027 -0.0041 0.0117 0.191
H 2.74729 -3.68383 -1.00713 -0.0137 0.0100 0.0046 0.492
H 2.93193 -2.22141 -0.05282 0.0151 0.0137 -0.0090 -0.182
H -0.05472 -5.21035 -0.25829 0.0034 -0.0001 0.0017 0.588
H -1.58595 -4.39591 -0.55046 -0.0030 -0.0050 0.0015 0.572
H -0.08446 -4.37538 2.13559 -0.0072 -0.0025 -0.0011 0.275
H -1.54874 -5.29016 1.79107 -0.0055 -0.0006 0.0016 0.420
H -1.60096 -3.53395 1.81400 -0.0072 -0.0066 0.0002 -0.018
H 1.21731 -2.50781 -3.10282 0.0054 0.0109 0.0049 0.355
H -0.53013 -2.66904 -3.14382 0.0068 -0.0021 -0.0082 0.454
H 1.39627 -4.98287 -2.47752 -0.0064 0.0060 -0.0083 0.248
H 0.64711 -4.74214 -4.05272 -0.0006 0.0024 -0.0013 0.409
H -0.34947 -5.12193 -2.65159 0.0002 -0.0057 -0.0004 0.298



102
Properties=species:S:1:pos:R:3:forces:R:3:mulliken_charge:R:1 method="wB97M-V/def2-TZVPD" charge=+2 multiplicity=4 total_energy_ha=-4608.01217
Ni 1.20230 1.60344 2.22622 -0.5440 -1.8589 -0.6474 0.432
C -0.60361 -1.10302 -0.66445 0.0583 -1.3882 1.6294 0.615
C 0.12903 -1.33916 0.69450 0.9337 2.1676 0.4085 -0.873
O 0.63784 -0.13312 1.19266 0.6622 1.3663 0.1409 0.578
H 0.12830 -0.69426 -1.36110 0.0159 -0.0521 -0.1007 -0.759
H -1.50291 -0.48766 -0.63801 0.1165 0.1443 0.2957 0.187
H -0.90982 -2.11600 -0.92561 -0.1662 0.0060 -0.7365 0.492
H 0.97441 -1.99813 0.49649 0.2933 -0.3841 -0.4395 0.046
H -0.35179 -1.83865 1.53558 -1.1754 -0.3218 -0.4232 -0.265
N -0.67482 2.63763 1.71743 -1.7313 1.0253 0.0685 0.528
C -1.77750 1.82480 1.77796 -0.4302 0.9173 -0.9075 -0.449
C -3.01744 2.20877 1.24213 -0.0198 1.3801 -0.4722 -0.792
C -3.17831 3.47309 0.64101 0.7803 -0.6918 1.3376 -0.261
C -2.13070 4.37745 0.75338 -0.0550 -0.6875 -0.4950 -0.680
C -0.92379 3.94519 1.29299 0.3709 -1.6409 0.2512 -0.472
H -1.74269 0.84390 2.22858 0.7460 -0.0368 0.0079 0.512
H -3.94271 1.65272 1.27501 0.3931 -0.7841 0.2980 0.467
H -4.13186 3.79762 0.25136 -0.0267 -0.1499 -0.1871 0.482
H -2.31321 5.34269 0.30459 0.5849 0.3449 0.3847 0.471
H -0.09974 4.63213 1.41735 0.1767 -0.0418 -0.1931 0.418
N -2.94098 -3.95168 -5.43004 0.7024 1.3804 1.3195 -0.531
C -1.86034 -3.74643 -4.59668 -1.7999 -0.3538 -1.0961 -0.534
C -1.74214 -2.68014 -3.68165 -0.1158 -1.3941 -1.2510 0.150
C -2.77434 -1.78704 -3.70412 -1.3639 1.3284 -0.4952 0.109
C -3.85646 -1.87990 -4.61545 1.0222 -0.6129 1.1106 -0.500
C -3.92189 -3.01169 -5.40612 1.0593 -0.2909 -0.0153 -0.355
H -1.15203 -4.55274 -4.71732 0.4091 0.1440 0.3370 0.354
H -0.89733 -2.59518 -3.01421 -0.0312 -0.0386 -0.0270 0.150
H -2.78481 -0.93921 -3.03518 0.1497 0.1139 0.1879 0.354
H -4.65229 -1.14982 -4.60872 0.0172 0.0436 -0.0369 0.416
H -4.76948 -3.13870 -6.06329 0.0072 -0.3171 -0.1534 0.381
N -3.45611 -3.96393 5.39383 -0.2852 1.5868 -2.1361 -0.552
C -4.18677 -3.00204 4.71207 1.6669 -1.5337 -0.1333 -0.359
C -3.85762 -2.53981 3.39668 -1.3700 -0.3251 1.9971 -0.468
C -2.73682 -3.00351 2.79842 1.8052 -1.1568 0.4574 -0.069
C -1.91184 -3.92179 3.50948 -0.9738 -0.1022 0.1269 -0.304
C -2.34098 -4.42049 4.74778 -1.1508 1.3239 -0.0801 -0.416
H -5.07620 -2.66277 5.22216 -0.0428 0.0887 0.0135 0.405
H -4.53341 -1.88955 2.86107 -0.0900 0.1631 0.1531 0.418
H -2.48982 -2.67262 1.80047 0.1863 -0.0817 -0.0810 0.549
H -1.01426 -4.35456 3.09303 0.0665 0.1470 -0.2381 0.411
H -1.81250 -5.19908 5.27781 0.2171 -0.0391 -0.0668 0.401
N 1.82725 0.43161 -6.54415 1.3468 -2.4200 5.9129 -0.003
C 2.82470 -0.51883 -6.29508 -1.7183 0.7972 -1.7370 -0.423
C 2.96907 -1.12439 -5.04096 -0.9307 0.8192 0.1353 -0.448
C 2.12802 -0.74027 -3.98548 -1.2435 0.8459 -0.5015 0.392
C 1.13678 0.24279 -4.18574 1.5640 -0.7682 -1.4850 -0.033
C 1.00986 0.75726 -5.48728 -0.1642 0.3251 -2.3342 -0.348
H 3.37529 -0.86301 -7.15810 0.3162 0.1821 -0.0135 0.418
H 3.70275 -1.91033 -4.93893 0.1700 0.0770 -0.0267 0.476
H 2.04825 -1.21517 -3.01879 0.7391 -0.4010 0.0481 0.147
H 0.39951 0.50241 -3.44045 -0.0667 0.0977 -0.0846 0.285
H 0.14907 1.35412 -5.75033 -0.1894 0.2714 0.0219 0.512
N 0.32434 0.97649 4.11756 -0.9191 -0.7999 2.2758 0.380
C -0.30326 1.79465 5.04402 0.4246 -1.0913 -1.8265 -0.362
C -0.96686 1.31598 6.16835 0.0252 1.2116 -0.1473 -0.843
C -0.97406 -0.01411 6.45433 0.4861 -1.3148 -0.1332 -0.162
C -0.31208 -0.88113 5.59196 0.1723 0.4158 -0.1420 -0.874
C 0.30064 -0.36798 4.46107 0.3617 1.3299 -0.6710 -0.223
H -0.32440 2.82863 4.73283 -0.0312 0.2039 0.3524 0.489
H -1.48703 1.98091 6.84193 0.1075 0.3259 -0.1431 0.437
H -1.43194 -0.41681 7.34571 -0.1841 0.1405 0.0420 0.453
H -0.23934 -1.93451 5.81890 -0.0717 -0.0627 -0.1753 0.425
H 0.82627 -1.02124 3.78036 -0.0067 0.0213 -0.1975 0.447
N 2.31890 2.40679 0.40686 1.6336 1.2437 -1.7781 0.437
C 3.59204 2.98152 0.48818 -1.5872 -0.4634 0.3745 -0.277
C 4.41765 3.34283 -0.57790 -0.3960 -1.2470 1.6650 -0.835
C 4.03470 2.89499 -1.81632 1.6004 0.9880 -0.1845 -0.840
C 2.78601 2.40955 -1.97438 -2.0545 -0.1692 -0.0909 -0.164
C 1.90343 2.26514 -0.89415 1.0372 -0.3553 1.0471 -0.410
H 3.94881 3.14049 1.49507 -0.0524 0.0021 0.1399 0.376
H 5.39597 3.72225 -0.32232 -0.0150 0.2241 -0.2831 0.390
H 4.73303 2.99669 -2.63388 -0.1346 -0.0165 -0.2663 0.465
H 2.44073 2.23914 -2.98341 -0.2164 -0.2340 0.0373 0.418
H 0.88622 1.95323 -1.07963 -0.0617 -0.1692 0.3854 0.642
N 3.24468 0.70147 2.92906 1.2932 -0.5518 0.6007 0.209
C 3.82373 -0.23535 2.11471 -0.9298 0.3794 0.4852 -0.147
C 4.89121 -1.06177 2.44666 0.1008 1.1206 1.5121 -0.793
C 5.56989 -0.78835 3.67222 -1.1885 1.0087 -1.0579 -0.217
C 5.06328 0.24787 4.50025 -0.5959 -1.2628 -0.9513 -0.804
C 3.85925 0.88785 4.14139 0.4861 -0.2703 -1.2532 -0.202
H 3.33195 -0.33306 1.15815 -0.1876 -0.1437 -0.0887 0.315
H 5.14238 -1.86749 1.77276 0.3306 0.0928 0.0236 0.411
H 6.50423 -1.28191 3.89542 -0.1172 -0.1945 0.2642 0.418
H 5.54771 0.41530 5.45088 -0.0988 0.3497 0.0017 0.403
H 3.42322 1.64515 4.77605 -0.1000 -0.0584 0.1623 0.463
N -3.09887 3.86469 -3.85603 1.0981 0.4817 -0.0672 -0.559
C -1.74037 4.07032 -3.65737 -1.4917 -1.7762 1.3506 -0.654
C -0.99051 3.15089 -2.90284 -0.8350 0.0001 -0.7484 -0.559
C -1.65015 2.06537 -2.32684 0.2726 0.1972 -0.3914 1.548
C -3.00813 1.91082 -2.46938 -0.6930 0.6341 -0.6781 -0.277
C -3.73230 2.82049 -3.31019 2.5900 -0.5040 1.0463 -0.574
H -1.23991 4.96934 -3.98553 -0.5060 0.1543 -0.5438 0.429
H 0.08437 3.18505 -2.80350 0.1079 0.5237 -0.0422 0.351
H -1.05372 1.31654 -1.82690 -0.1595 -0.0653 0.4344 -0.797
H -3.49363 1.09875 -1.94858 -0.2567 -0.1032 -0.1486 0.530
H -4.77304 2.60656 -3.50377 -0.1509 0.5189 -0.2247 0.430
C 1.90467 -4.18557 -1.52554 -0.1464 0.3409 -0.5999 -0.074
Cl 1.65033 -4.26554 -3.30158 0.3405 -0.0438 0.2326 -0.147
Cl 3.22205 -3.00925 -1.10651 -0.8157 -0.6732 -0.1605 -0.129
H 0.92895 -3.83880 -1.18522 0.4881 0.1075 0.5354 -0.076
H 2.14586 -5.18579 -1.16570 0.1550 0.3402 -0.0225 0.471